Entry 1:
36
Properties=species:S:1:pos:R:3:forces:R:3:nbo_charge:R:1 method="wB97M-V/def2-TZVPD" de_lowest_kj_mol=104.6 smiles="CC[C@H](C)[C@H](N)C(=O)N1CCC[C@H]1C(=O)O" e_homo_ev=-9.30 charge=0 total_energy_ev=-20854.4138
C 1.615 0.683 0.746 0.2526 -2.5559 0.1468 -0.129
C 0.308 0.980 0.100 -1.4364 2.1143 -0.2726 0.682
C 1.537 -0.735 1.524 -2.5224 0.7056 -0.1224 -0.189
C 2.855 -1.078 2.105 1.4014 -2.1994 0.5651 -0.623
C 0.349 -0.650 2.648 1.2555 -1.5743 -0.1871 -0.401
C -0.045 -2.073 3.297 1.6469 1.5160 0.1648 -0.615
C -1.124 0.876 -1.818 -0.6308 0.8099 -1.5982 -0.150
C -2.299 0.272 -1.089 -0.0622 0.3718 -0.2889 0.792
C -0.958 0.214 -3.245 0.8519 0.1257 0.5450 -0.394
C -0.069 -1.005 -2.921 0.8011 1.0745 0.0074 -0.408
C 0.920 -0.431 -1.873 -1.3407 -2.6827 1.1137 -0.210
H 2.249 2.606 1.162 -0.3425 -1.3481 0.4614 0.368
H 1.293 1.849 2.236 -0.9555 0.6122 1.0836 0.369
H 2.322 0.536 -0.066 0.3954 0.0311 0.0176 0.198
H 1.229 -1.514 0.766 0.1708 0.7304 0.7800 0.194
H 2.899 -2.148 2.534 -0.1924 1.3916 -0.9472 0.207
H 3.702 -0.968 1.392 -0.5742 -0.1318 0.3083 0.212
H 3.089 -0.483 2.959 0.1367 0.7776 0.4911 0.223
H -0.515 -0.261 2.176 -0.9502 0.3911 -0.6098 0.211
H 0.608 0.100 3.407 0.2351 -0.4198 0.0158 0.198
H -0.506 -2.689 2.525 -0.2841 0.0040 0.2944 0.204
H 0.916 -2.554 3.573 -0.6032 0.0312 -0.0400 0.200
H -0.631 -1.980 4.254 0.2786 -0.0383 -1.2484 0.218
H -1.389 1.958 -1.883 0.8022 -0.6232 0.1043 0.251
H -0.361 0.851 -3.954 -0.9228 -0.1694 0.7684 0.217
H -1.929 -0.048 -3.656 0.0424 0.0842 -0.2474 0.230
H -0.642 -1.820 -2.540 -0.2700 -0.5662 0.2987 0.218
H 0.556 -1.318 -3.747 -0.2967 -0.3027 -0.4835 0.213
H 1.711 0.025 -2.403 1.2432 0.5198 -0.2774 0.191
H 1.270 -1.291 -1.172 -0.3000 1.6646 -1.3001 0.216
H -2.710 -1.170 -0.098 0.3660 -0.3269 0.1037 0.499
N 2.053 1.688 1.632 1.4750 1.6417 -0.4465 -0.817
N 0.113 0.531 -1.160 -0.0156 0.6431 0.3706 -0.440
O -0.524 1.766 0.596 0.8748 -1.2408 -0.2543 -0.654
O -3.441 0.646 -1.022 0.3546 0.2290 -0.3337 -0.588
O -1.891 -0.855 -0.526 -0.8846 -1.2902 1.0169 -0.689

=====

Entry 2:
36
Properties=species:S:1:pos:R:3:forces:R:3:nbo_charge:R:1 method="wB97M-V/def2-TZVPD" de_lowest_kj_mol=1188.2 e_homo_ev=-9.10 charge=0 total_energy_ev=-20843.1832
C -0.594 -0.771 0.364 1.0229 0.5449 -1.9777 -0.161
C 0.153 0.579 0.812 -2.9832 -2.8836 1.8617 0.696
C -2.063 -0.563 0.477 -5.1429 3.3493 -0.4004 -0.253
C -2.686 0.214 -0.881 3.7590 -1.9619 -1.8211 -0.639
C -3.189 -1.775 0.604 1.6939 0.6980 -1.9644 -0.494
C -3.178 -2.421 -0.836 -1.6864 -2.8978 -3.4723 -0.593
C 2.285 1.713 0.653 -3.8656 0.9106 -3.0042 -0.128
C 1.672 3.149 -0.002 3.5994 0.9375 3.4334 0.847
C 3.334 1.382 -0.337 3.6896 1.8058 -0.0511 -0.425
C 3.499 -0.211 -0.259 -1.1859 -0.3272 1.5092 -0.440
C 2.000 -0.579 -0.274 -0.8964 1.6029 2.4339 -0.260
H -0.457 -1.659 2.056 0.8120 -1.2274 -0.6879 0.368
H -0.344 -2.784 0.823 -0.7887 -1.1396 -0.4211 0.367
H -0.308 -0.748 -0.761 -0.7195 -0.9580 1.8036 0.203
H -2.324 0.312 1.290 0.9652 -2.5079 -1.4296 0.257
H -1.813 1.024 -1.376 -3.0766 -2.0257 1.6638 0.221
H -2.918 -0.702 -1.737 0.9994 3.8121 2.3779 0.231
H -3.636 0.526 -0.513 -0.5538 1.2638 -0.2834 0.200
H -2.897 -2.458 1.452 -0.6204 0.4053 -1.1435 0.221
H -4.292 -1.464 0.599 1.8376 0.2100 0.9963 0.242
H -3.374 -3.672 -0.768 0.8683 3.5154 -0.4624 0.225
H -1.918 -2.004 -1.930 -2.9679 -1.7263 3.0956 0.174
H -4.286 -1.972 -1.680 3.5715 -1.5148 2.8139 0.219
H 2.467 1.562 1.673 0.6939 0.8947 1.6264 0.230
H 4.168 2.240 0.029 -1.1536 -2.9076 -1.5499 0.232
H 2.925 1.705 -1.335 0.7559 -0.5838 0.8087 0.235
H 3.806 -0.939 -1.085 1.0154 1.7289 1.0102 0.251
H 3.848 -0.561 0.867 -0.3114 0.9738 -3.1478 0.211
H 1.874 -1.400 0.531 -0.4367 1.1425 -2.1710 0.272
H 1.405 -0.596 -1.194 1.3329 -1.2959 -0.3297 0.216
H 2.449 5.326 -0.020 -1.2806 -5.2387 2.2534 0.506
N -0.011 -1.913 1.138 -0.9466 3.1706 1.6152 -0.837
N 1.288 0.720 0.276 5.0034 -1.7983 -2.3066 -0.441
O -0.219 1.278 1.712 -1.6636 1.6294 1.4220 -0.641
O 1.014 3.173 -0.954 -1.5752 0.0172 -1.7223 -0.549
O 2.320 4.289 0.587 0.2349 2.3819 -2.3789 -0.762

=====

Entry 3:
38
Properties=species:S:1:pos:R:3:forces:R:3:nbo_charge:R:1 method="wB97M-V/def2-TZVPD" de_lowest_kj_mol=130.8 smiles="CC[C@H](C)[C@H](N)C(=O)N[C@@H](CCC(=O)O)C(=O)O" e_homo_ev=-8.90 charge=0 total_energy_ev=-24949.5594
C 1.322 -0.979 -0.853 -0.6880 0.9486 -0.9009 -0.123
C 0.157 -1.272 0.140 2.9796 -0.3886 0.1281 0.669
C 2.698 -0.672 -0.202 -1.2333 0.6368 1.0755 -0.198
C 3.736 -0.643 -1.309 1.3286 1.7312 2.3480 -0.614
C 2.536 0.645 0.633 -0.5794 0.3788 -0.6899 -0.412
C 3.790 1.195 1.255 1.9271 -0.2891 -0.2096 -0.616
C -2.136 -0.946 0.782 0.6008 1.1379 -0.4239 -0.166
C -3.060 -1.490 -0.325 -0.6109 -0.2414 0.4365 0.793
C -2.764 0.198 1.637 -0.6429 -1.1149 -0.3601 -0.380
C -2.912 1.570 1.017 1.0458 1.4850 -0.0359 -0.524
C -3.198 1.572 -0.477 0.0880 -0.7849 0.8046 0.802
H 0.215 0.096 -2.360 -1.4336 -1.0109 -1.1356 0.365
H 0.924 1.033 -1.349 0.3391 0.4663 0.5627 0.353
H 1.521 -1.907 -1.422 -0.6304 0.3940 0.0161 0.223
H 2.919 -1.477 0.464 -0.0064 -0.6588 0.6679 0.219
H 3.447 0.224 -1.846 0.0023 0.3230 -1.6139 0.222
H 3.779 -1.576 -1.790 -0.1645 -0.9144 -1.1445 0.214
H 4.780 -0.419 -0.946 -1.0176 -0.3367 -0.0003 0.205
H 1.745 0.603 1.442 0.6212 -0.4278 -1.1699 0.216
H 2.232 1.407 -0.111 -0.2309 -0.1863 0.5378 0.182
H 4.561 0.413 1.306 -0.1476 -0.0708 0.2395 0.204
H 3.658 1.541 2.270 -0.1179 0.2803 0.1556 0.213
H 4.315 1.973 0.661 -0.6528 -0.2012 0.3127 0.206
H -0.809 0.331 -0.559 -1.0495 -1.6487 1.2504 0.448
H -1.929 -1.796 1.481 0.2548 0.7637 -0.8101 0.285
H -3.766 -0.171 1.862 0.0678 -0.0132 0.5127 0.225
H -2.171 0.381 2.541 -0.2662 -0.6553 -0.0907 0.229
H -1.986 2.105 1.279 -0.2142 0.0909 -0.5809 0.222
H -3.716 2.121 1.543 0.2492 -0.3608 -0.4952 0.248
H -2.360 1.663 -2.255 0.5080 0.0094 2.3899 0.513
H -4.616 -2.666 -0.430 1.4879 0.9258 1.3506 0.504
N 1.001 0.140 -1.787 1.5514 -0.4663 0.7110 -0.857
N -0.911 -0.490 0.108 -0.3010 1.1102 -0.5246 -0.663
O 0.357 -2.153 0.952 -0.4924 -0.9166 0.4246 -0.649
O -3.018 -1.276 -1.508 0.2066 -0.1429 0.6148 -0.585
O -4.306 1.294 -0.846 0.5828 0.5774 -0.9210 -0.562
O -2.067 1.729 -1.269 -2.0356 0.2197 -1.7917 -0.719
O -3.970 -2.299 0.270 -1.3255 -0.6495 -1.6402 -0.693

=====

Entry 4:
34
Properties=species:S:1:pos:R:3:forces:R:3:nbo_charge:R:1 method="wB97M-V/def2-TZVPD" de_lowest_kj_mol=315.1 smiles=C[C@@H]1n2nc(C(C)(C)C)c[n+]2C1(C)C e_homo_ev=-13.63 charge=+1 total_energy_ev=-16192.0070
C 0.322 1.054 -0.242 1.2079 2.5080 -0.2562 -0.047
C 1.152 -0.033 -0.141 0.0347 -1.9681 0.8152 0.233
C -2.289 -1.055 -0.512 0.7671 0.7908 -2.9891 0.002
C -2.348 0.526 -0.282 -1.7740 -0.3314 -0.2236 0.186
C -2.932 -2.127 0.278 -2.4366 1.4331 1.3813 -0.652
C -2.702 0.988 1.171 0.9877 -1.3690 -3.1222 -0.599
C -3.071 1.296 -1.353 0.5694 -0.3412 0.2959 -0.654
C 3.124 0.167 -1.462 -3.0558 -0.4523 1.3353 -0.563
C 3.189 -1.238 0.691 -2.6390 -0.7163 -0.7744 -0.590
C 3.072 1.224 0.703 0.3527 1.4417 1.5365 -0.612
C 2.610 -0.005 0.012 1.4120 1.2530 -0.8609 -0.131
N 0.427 -1.189 -0.177 0.3763 0.0874 -0.0074 -0.165
N -0.797 -0.785 -0.302 0.8310 0.1706 -0.0012 0.059
N -0.858 0.531 -0.343 -2.9173 -1.2811 -0.6560 -0.110
H 0.594 2.136 -0.322 -0.6094 -1.2856 0.2716 0.282
H -2.418 -1.294 -1.658 0.3739 0.6016 2.1336 0.244
H -3.193 -1.777 1.324 0.3931 -0.6005 -1.1168 0.232
H -2.216 -2.874 0.312 1.1391 -1.8896 0.3756 0.251
H -3.873 -2.536 -0.191 1.1006 0.6234 0.3278 0.262
H -3.692 1.343 1.194 -0.8747 0.6966 0.5930 0.245
H -1.867 1.600 1.281 0.4076 2.2762 1.1674 0.224
H -2.464 0.169 1.775 -0.2983 -1.2498 1.3886 0.220
H -3.087 1.043 -2.394 0.7776 -0.7153 -0.4110 0.246
H -2.814 2.297 -1.258 0.9986 2.1083 -0.0813 0.236
H -4.071 1.380 -1.098 -2.2517 -0.4185 0.7253 0.244
H 2.948 -0.825 -1.733 0.4163 -1.5420 -1.8429 0.209
H 2.422 0.812 -2.008 0.5281 -0.0158 0.0282 0.199
H 4.096 0.495 -1.507 2.2580 0.5443 -0.2338 0.224
H 3.044 -2.042 -0.047 -0.0923 -0.3138 0.7855 0.218
H 2.691 -1.433 1.662 0.0864 -0.1289 -0.6469 0.223
H 4.203 -1.187 0.878 2.1808 0.5298 0.2273 0.228
H 4.142 1.218 0.830 0.5167 -0.2843 -0.0601 0.235
H 2.688 1.372 1.695 -0.3730 -0.3588 0.8338 0.213
H 2.895 2.193 0.267 -0.3935 0.1973 -0.9381 0.209

=====

| no. | LUMO energy (eV) |
| --- | --- |
| 1 | 0.58 |
| 2 | 0.29 |
| 3 | 0.43 |
| 4 | -3.20 |